Entry 1:
DFT (ωB97M-V/def2-TZVPD) results for a structure of composition C28H47BrN3PtSi at a distorted geometry.

Structure (XYZ):
```
81
Properties=species:S:1:pos:R:3:mulliken_charge:R:1
H 3.8549 1.6392 -0.8338 0.405
H -4.4446 3.3774 -0.4446 0.284
H 0.4037 -2.6202 -3.0979 0.305
H 1.7519 -5.0007 1.3994 0.322
H 3.5476 -3.2834 -1.3955 0.622
H -3.5824 1.6500 -1.6460 0.416
H 0.0576 -5.4941 1.4948 0.307
C 2.3435 3.6427 0.2791 1.049
C -1.9222 -3.1361 -2.1315 -1.993
H -3.0905 7.4103 -0.1956 0.428
C -2.3397 3.6592 -0.2171 1.166
C 3.6488 4.0773 0.4301 -0.309
H -0.8412 6.6704 0.0219 0.309
H -3.8544 1.5961 0.7882 0.411
H 4.9725 5.7563 0.6036 0.415
H -2.4743 2.0083 1.8262 0.243
C -3.9459 5.4499 -0.3380 -1.058
N 0.0023 3.9821 0.0347 -0.305
C 1.2976 -4.8291 -1.6534 -1.737
H -1.6782 -2.1116 -2.4203 0.291
C 2.9055 6.3275 0.3834 -1.048
C -2.8623 -2.4956 0.0572 -1.531
H 0.3861 -5.0477 -2.2109 0.315
C 0.3728 -3.3402 1.8150 2.494
H -2.1735 0.5763 -1.5641 0.149
H -0.5988 -3.3378 3.7342 0.586
H -2.8622 -2.5760 1.1404 0.295
C -1.5901 5.9094 -0.0796 -0.650
N 2.0922 2.1950 0.2257 0.878
H 2.4666 2.0900 -1.8443 0.294
H -1.2999 -3.8208 -2.7061 0.364
C 1.4807 -2.4574 2.4108 -1.836
Br -0.0011 -0.5632 -0.0205 -0.211
C 1.2636 4.5359 0.1768 -0.098
C -3.6451 4.1009 -0.3419 -0.367
H 3.0988 7.3912 0.4199 0.432
C -1.2575 4.5452 -0.0821 -0.112
H -2.4787 0.4848 0.9118 0.157
C -2.7693 1.5336 0.8936 -0.788
H 2.8940 -2.0591 -0.3083 0.149
H 2.2117 0.4828 1.4490 0.181
C -1.7824 -3.3549 -0.6183 2.557
C 2.7697 1.5755 -0.9357 -0.770
H -2.0954 -5.0356 0.7625 0.294
C 3.9512 5.4247 0.4856 -1.102
Pt 0.0008 1.9839 -0.0076 0.526
C -2.0642 -4.8367 -0.3093 -1.733
Si -0.0051 -2.9472 -0.0240 -1.855
N -2.0889 2.2107 -0.2338 0.921
C 1.3341 -2.4973 -2.5512 -1.530
H 2.4851 0.5269 -0.9983 0.126
H -2.0312 2.1675 -2.3379 0.262
H 2.1472 -2.8102 -3.2123 0.574
C 1.5980 5.8984 0.2332 -0.614
C -2.4975 1.6146 -1.5263 -0.768
C 0.8057 -4.8150 1.9087 -1.714
H -1.6740 -3.8312 2.4339 0.366
C 1.4000 -3.3417 -1.2692 2.631
H 2.4184 -2.5183 1.8651 0.328
H -2.9608 -3.3215 -2.4190 0.594
H -1.2483 -2.1197 2.6400 0.278
H -3.8415 -2.8284 -0.2982 0.569
H 1.1763 -1.4115 2.4610 0.382
H -4.9673 5.7877 -0.4357 0.421
H 0.8498 6.6633 0.1604 0.309
H 1.3299 -5.4869 -0.7827 0.302
C -0.8707 -3.1430 2.6932 -1.928
H 0.9438 -5.0813 2.9597 0.540
H 2.1424 -5.0925 -2.2949 0.550
H -3.0399 -5.1089 -0.7199 0.559
C 2.5053 1.5306 1.4830 -0.838
H -2.7579 -1.4432 -0.2092 0.113
H 1.6741 -2.7914 3.4340 0.549
H 4.4468 3.3489 0.5067 0.293
H 3.5873 1.5890 1.6176 0.405
C 2.7789 -3.0933 -0.6416 -1.837
H 2.9774 -3.7563 0.1992 0.331
H 1.4683 -1.4354 -2.3449 0.119
H -1.3237 -5.5024 -0.7570 0.337
H 2.0156 2.0175 2.3229 0.310
C -2.8977 6.3459 -0.2043 -1.082
```

E_HOMO   -9.770 eV
ΔE to the lowest compared entry with this formula, charge and spin   2.3 kcal per mole
Maximum force   1.77 eV Å⁻¹
Total charge   +1
Kohn-Sham gap   6.9 eV
Spin multiplicity   1
M   728.773 g mol⁻¹



Entry 2:
DFT (ωB97M-V/def2-TZVPD) results for a cluster of 4 separate species, C28H47FINO12 in total at a distorted geometry.

Structure (XYZ):
```
90
Properties=species:S:1:pos:R:3:mulliken_charge:R:1
C -6.7342 -1.2688 -5.9602 0.192
O 0.8530 -3.0478 -5.3408 -0.441
H -1.7696 -0.2396 -0.4192 0.504
H -3.1928 -4.7856 1.6721 0.249
H -5.5638 -1.2041 -1.6847 0.320
H 3.0588 9.2321 5.4102 0.308
C 4.0007 -0.1455 3.3019 -0.672
C -6.0638 -0.2997 0.4975 -0.813
H -1.0976 -4.1456 -6.4298 0.310
F -2.1165 -0.6596 -8.1963 -0.323
H 2.4717 4.2261 2.3652 0.389
C -3.9576 -2.5720 -1.3004 -0.057
C 2.6001 8.3437 4.9638 -0.819
H -3.3483 -0.4326 0.2961 0.071
H 3.9805 1.3530 0.7528 0.324
H -1.0364 -2.4448 0.4221 0.109
O -2.8118 -2.8007 1.4599 -0.321
I -0.2149 -0.3146 -5.0939 0.025
H 5.4144 0.5801 1.4704 0.342
H -0.6839 -2.8917 -7.7627 0.334
H 4.2585 6.9108 6.9634 0.379
H 3.5061 -0.9391 3.8674 0.262
O -2.8998 -1.6165 -1.3549 -0.391
H 5.1577 0.1381 -0.9472 0.426
C -2.9877 -1.3292 -7.3780 0.393
O 2.1331 4.5547 5.7334 -0.478
H 3.6348 -0.6721 -0.6913 0.035
C 3.3659 6.6160 6.4008 -0.533
H 2.4784 6.9611 6.9396 0.348
H 3.7922 -3.7374 -0.8110 0.367
H 1.0169 -3.4186 -0.9997 0.277
C -6.0223 -3.2204 -4.7989 0.013
C -2.5154 -2.5008 -6.6241 0.718
C 3.5652 -3.3696 0.1941 -0.550
H 2.9014 3.0466 3.6266 -0.113
C -5.3346 -2.0094 -0.9796 -0.519
O 5.3547 -1.6524 -0.0527 -0.476
O 4.1349 4.7193 3.4332 -0.321
C 1.8843 4.7949 4.3507 -0.452
H -7.2352 -3.1308 -6.3322 0.360
C 1.6949 -2.5586 -1.0239 -0.906
C -1.8654 -1.9047 0.8940 -0.261
H 3.3060 -4.2214 0.8326 0.367
H -3.1164 -4.1144 -5.1264 0.304
H 1.1045 -1.6444 -1.1000 0.174
O -7.3738 -0.2672 -5.9948 -0.460
O 2.4451 -2.4969 0.1749 -0.193
H 4.2047 4.7103 5.7836 0.035
C 4.7985 -2.6815 0.7608 -0.333
H -5.7721 0.3987 -0.2936 0.364
C -5.2437 -1.5090 -6.3749 0.270
H -1.4621 -1.2959 1.7121 0.452
O -5.4095 -1.5467 0.3616 -0.305
C 3.3235 5.0982 6.2969 -0.246
C 5.2002 3.7902 3.4184 -0.725
C -3.4398 -3.2268 -5.7245 -0.274
H 4.6203 -2.3179 1.7739 0.053
C 4.5951 -0.4586 -0.2229 -0.310
H -1.7429 -4.2111 2.5251 0.304
H 5.5844 -3.4367 0.8509 0.434
H 3.3723 4.6977 7.3135 0.430
H 2.3422 -2.6158 -1.9046 0.546
C 4.4284 0.3906 1.0298 -0.408
H 2.4623 8.5154 3.8957 0.236
H 1.8052 5.8628 4.1494 0.134
C -0.0514 -2.3703 -5.7281 0.266
H 5.0805 -0.3021 3.3831 0.437
H 6.0814 4.2887 3.8298 0.293
C -4.3576 -0.7981 -7.2773 -0.738
O 3.5546 -0.2296 1.9632 -0.195
C -1.0657 -3.0707 -6.7268 -0.765
O -6.0661 -3.9521 -3.8598 -0.467
H -4.0063 -3.0086 -2.3025 0.212
C 2.8494 4.1156 3.3890 0.037
C -2.5153 -0.9881 -0.1338 -0.454
H 5.4164 3.4817 2.3913 0.264
H -3.6988 -3.3946 -0.6322 0.050
H -7.1497 -0.4405 0.4912 0.318
N -7.1568 -2.5837 -5.4620 -0.405
H -5.7686 0.1331 1.4540 0.239
H 1.6148 8.1679 5.4074 0.383
H 4.9894 2.9174 4.0436 0.328
H -4.7139 0.0931 -7.8366 0.444
H 0.8905 4.3781 4.1618 0.438
C -2.3279 -4.1209 1.6055 -0.794
H -1.7324 -4.4339 0.7424 0.341
O 3.4513 7.2243 5.1202 -0.280
H 3.7205 0.8203 3.7314 -0.037
C -4.7973 -2.7072 -5.6314 0.245
H -6.0800 -2.8032 -1.0944 0.383
```

E_HOMO   -8.945 eV
SMILES string   O=C(I)Cc1cc2c(cc1F)C(=O)NC2=O.COCCOCCOC.COCCOCCOC.COCCOCCOC
ΔE to the lowest compared entry with this formula, charge and spin   0.0 kcal per mole
Maximum force   3.08 eV Å⁻¹
Total charge   0
Kohn-Sham gap   8.1 eV
Spin multiplicity   1
M   735.581 g mol⁻¹